DFT (ωB97M-V/def2-TZVPD) results for a structure of composition C63H39Cl4IN9O2Ta in a non-equilibrium geometry.

Structure (XYZ):
```
119
C63H39Cl4IN9O2Ta | OMol25 | ωB97M-V/def2-TZVPD
Ta -0.635 0.678 0.721
Cl -3.217 -4.855 -6.637
C -2.936 -3.787 -5.251
C -2.537 -4.431 -4.105
C -2.324 -3.729 -2.909
C -2.324 -2.349 -2.980
C -2.536 -1.673 -4.217
C -2.879 -2.431 -5.315
C -1.891 -1.609 -1.737
C -0.678 -1.949 -1.153
C 0.249 -2.938 -1.522
C 1.151 -3.093 -0.543
C 0.818 -2.112 0.527
C 1.473 -2.044 1.648
C 2.420 -3.115 2.001
C 1.768 -4.335 2.446
C 2.484 -5.456 2.792
C 3.875 -5.380 2.708
Cl 4.723 -6.852 2.847
C 4.531 -4.174 2.381
C 3.804 -3.035 1.993
C 1.166 -1.079 2.666
N 0.300 -0.004 2.520
C 0.433 0.737 3.704
C -0.255 1.889 3.999
C 0.031 2.603 5.236
C 0.727 3.823 5.287
C 0.997 4.492 6.537
C 0.658 3.845 7.719
Cl 1.095 4.438 9.236
C -0.027 2.596 7.726
C -0.201 1.954 6.491
C -1.323 2.399 3.243
C -2.190 3.509 3.570
C -3.264 3.460 2.817
C -3.007 2.434 1.814
N -1.841 1.778 2.081
C -3.958 1.981 0.854
C -3.719 0.901 0.038
C -4.649 0.510 -1.016
C -4.079 -0.426 -1.788
C -2.705 -0.599 -1.231
N -2.561 0.137 -0.059
C -5.134 2.814 0.668
C -6.348 2.570 1.353
C -7.524 3.082 0.869
C -7.430 4.055 -0.154
Cl -8.892 4.681 -0.751
C -6.214 4.472 -0.667
C -5.056 3.832 -0.289
C 1.318 0.044 4.623
C 1.743 -1.099 3.923
N -0.304 -1.396 0.079
H -2.462 -5.538 -4.168
H -2.273 -4.303 -1.953
H -2.598 -0.650 -4.255
H -3.117 -1.972 -6.292
H 0.274 -3.506 -2.439
H 1.974 -3.761 -0.607
H 0.686 -4.392 2.433
H 2.016 -6.400 3.029
H 5.643 -4.051 2.276
H 4.230 -2.121 1.608
H 0.900 4.296 4.310
H 1.551 5.425 6.528
H -0.222 2.098 8.637
H -0.531 0.917 6.529
H -1.960 4.081 4.471
H -4.121 4.109 2.775
H -5.607 0.866 -1.230
H -4.336 -0.966 -2.643
H -6.352 1.850 2.155
H -8.508 2.791 1.296
H -6.118 5.331 -1.323
H -4.104 4.192 -0.774
H 1.483 0.218 5.644
H 2.356 -1.895 4.291
C 2.685 -5.696 -4.431
O 2.300 -4.577 -3.489
C 2.926 -3.402 -3.916
C 4.258 -2.971 -3.545
C 4.682 -1.757 -4.019
C 3.948 -0.839 -4.742
C 2.706 -1.257 -5.156
C 2.268 -2.513 -4.805
N 4.577 0.412 -4.855
N 4.195 1.396 -4.184
C 2.976 1.382 -3.416
C 1.802 1.706 -4.043
C 0.576 1.642 -3.334
C 0.560 1.228 -1.998
O -0.564 1.200 -1.248
C 1.780 0.928 -1.342
N 1.720 0.658 0.000
C 2.833 0.501 0.650
C 4.074 0.562 0.038
C 4.212 0.848 -1.279
C 3.044 1.038 -2.011
H 2.264 -5.589 -5.450
H 2.395 -6.642 -3.932
H 3.770 -5.660 -4.435
H 5.040 -3.569 -3.084
H 5.704 -1.482 -3.803
H 2.010 -0.715 -5.785
H 1.301 -2.879 -5.194
H 1.834 2.072 -5.065
H -0.430 1.797 -3.855
H 2.878 0.342 1.679
H 4.965 0.363 0.619
H 5.184 0.863 -1.765
I 2.307 6.404 1.222
C 0.966 4.891 1.044
C -0.161 4.888 0.271
N -0.591 3.651 0.115
N 0.199 2.773 0.749
C 1.185 3.520 1.267
H -0.797 5.680 -0.059
H -1.472 3.390 -0.379
H 1.961 3.032 1.876
```

- Total charge: +2

DFT (ωB97M-V/def2-TZVPD) results for a structure of composition C63H40I4N5O3PPbS2Se2 in a non-equilibrium geometry.

Structure (XYZ):
```
121
C63H40I4N5O3PPbS2Se2 | OMol25 | ωB97M-V/def2-TZVPD
Pb -1.049 -1.318 -0.303
I -9.974 2.116 0.987
C -8.044 1.469 0.822
C -7.557 1.418 -0.468
C -6.268 0.973 -0.651
C -5.495 0.556 0.416
C -6.017 0.599 1.716
C -7.289 1.070 1.917
C -4.098 0.017 0.141
C -3.027 1.032 0.546
C -3.210 2.305 1.089
C -1.974 2.973 1.054
C -1.051 2.047 0.532
C 0.471 2.120 0.623
C 1.071 3.484 0.333
C 0.517 4.353 -0.735
C 1.305 5.686 -0.987
C 2.547 5.925 -0.241
I 3.956 7.300 -1.036
C 2.869 5.161 0.827
C 2.085 3.950 1.106
C 0.895 1.445 1.918
N 0.947 0.098 1.926
C 1.323 -0.274 3.214
C 1.545 -1.613 3.548
C 2.665 -1.898 4.500
C 2.526 -2.859 5.516
C 3.588 -3.115 6.380
C 4.765 -2.440 6.215
I 6.459 -2.861 7.410
C 4.968 -1.553 5.178
C 3.904 -1.285 4.325
C 0.804 -2.727 3.022
C 1.238 -4.097 2.887
C 0.200 -4.777 2.316
C -0.840 -3.829 2.120
N -0.446 -2.573 2.524
C -2.161 -4.150 1.560
C -3.162 -3.304 1.264
C -4.414 -3.650 0.596
C -4.962 -2.482 0.262
C -4.059 -1.435 0.660
N -2.994 -1.920 1.246
C -2.300 -5.570 1.097
C -2.988 -6.503 1.900
C -3.198 -7.800 1.454
C -2.691 -8.159 0.207
I -2.830 -10.090 -0.512
C -2.039 -7.254 -0.624
C -1.844 -5.957 -0.163
C 1.518 0.889 4.052
C 1.185 1.952 3.239
N -1.713 0.889 0.238
H -8.103 1.779 -1.310
H -5.810 0.978 -1.646
H -5.446 0.266 2.579
H -7.696 1.056 2.897
H -4.157 2.715 1.440
H -1.821 4.003 1.413
H -1.126 3.322 -1.625
H 1.238 6.068 -1.992
H 3.769 5.337 1.405
H 2.464 3.369 1.917
H 1.552 -3.330 5.683
H 3.455 -3.790 7.215
H 5.938 -1.105 5.010
H 4.046 -0.626 3.460
H 2.232 -4.449 3.131
H 0.251 -5.826 2.057
H -4.723 -4.646 0.377
H -5.910 -2.339 -0.256
H -3.353 -6.209 2.886
H -3.713 -8.548 2.065
H -1.562 -7.538 -1.543
H -1.361 -5.263 -0.848
H 1.742 0.857 5.108
H 1.131 2.976 3.584
Se 1.272 0.922 -0.763
P 0.562 2.129 -2.575
Se -0.780 1.116 -3.788
C 2.151 2.514 -3.446
C 2.275 2.011 -4.734
C 3.492 2.155 -5.413
C 4.542 2.803 -4.795
C 4.379 3.329 -3.535
C 3.218 3.145 -2.826
C -0.163 3.698 -1.958
C -0.040 5.665 -0.267
C -1.182 6.424 -0.847
C -1.550 6.487 -2.132
C -0.935 5.749 -3.216
C -0.335 4.590 -3.166
H 1.439 1.507 -5.223
H 3.624 1.646 -6.363
H 5.438 3.054 -5.346
H 5.211 3.869 -3.090
H 3.161 3.575 -1.855
H 0.148 5.861 0.780
H -1.714 7.024 -0.124
H -2.325 7.177 -2.419
H -1.036 6.195 -4.186
H 0.031 4.181 -4.087
S -0.356 -3.533 -2.964
C 1.189 -2.980 -3.319
N 1.933 -2.236 -2.546
C 3.054 -1.791 -3.183
C 3.981 -0.905 -2.603
C 5.075 -0.520 -3.349
C 5.257 -0.916 -4.683
C 4.335 -1.786 -5.259
C 3.232 -2.179 -4.507
S 1.956 -3.237 -4.969
H 3.824 -0.580 -1.583
H 5.806 0.140 -2.911
H 6.049 -0.541 -5.283
H 4.425 -2.111 -6.297
O 2.827 -2.201 0.707
H 2.574 -2.115 -0.217
H 2.210 -1.576 1.110
O -2.900 -0.958 -1.629
O -4.047 -0.192 -1.315
```

- Total charge: -2

Values for highest occupied orbital energy, Ha, ordered as above
-0.458; -0.091
Values for frontier orbital gap, eV, ordered as above
5.771; 5.267
Values for energy relative to the best compared isomer or geometry (same formula, charge and spin), eV, ordered as above
0.000; 3.741